*1*
Here is a structure of composition C27H39N5O3SSi3Ti from the Open Molecules 2025 dataset. Energies are from the ωB97M-V functional and the def2-TZVPD basis.

Results
Multiplicity: 3
Kohn-Sham gap (spin up / spin down) in Ha: 0.1824 / 0.2132
Charge: -2
E_HOMO (spin up / spin down) in eV: -0.27 / -1.14

Positions of all 79 atoms, in Å:
Ti 0.46827 -0.44670 -0.30841
C 3.04936 -3.28529 -0.40637
Si 3.75387 -1.54878 -0.41830
C 4.79757 -1.49670 1.16126
C 4.90819 -1.58007 -1.92012
N 2.61236 -0.26676 -0.47606
C 3.04579 1.05261 -0.49886
C 4.38632 1.46165 -0.45205
C 4.76919 2.80206 -0.39314
C 3.79641 3.78066 -0.35915
C 2.45304 3.40749 -0.41310
C 2.03780 2.07572 -0.52741
N 0.71354 1.66660 -0.59525
Si -0.62037 2.61061 -1.10940
C -0.30653 4.40802 -1.65692
C -1.88911 2.84058 0.26951
C -1.42474 1.92544 -2.67061
H 3.88174 -3.97320 -0.21716
H 2.58646 -3.56114 -1.35417
H 2.30739 -3.41781 0.38070
H 5.56282 -2.28018 1.15230
H 4.12692 -1.68572 2.00565
H 5.28663 -0.53696 1.33522
H 5.65171 -2.37752 -1.81557
H 5.43070 -0.64029 -2.10207
H 4.30397 -1.79901 -2.80582
H 5.16444 0.71132 -0.44919
H 5.82247 3.06030 -0.35580
H 4.06396 4.82950 -0.28272
H 1.69799 4.17665 -0.35555
H -0.08298 5.08452 -0.82834
H -1.23375 4.75489 -2.12711
H 0.49666 4.49090 -2.39348
H -1.59308 3.69150 0.89452
H -1.94811 1.95611 0.90577
H -2.88568 3.04512 -0.13367
H -0.84596 2.25795 -3.53874
H -2.44753 2.30196 -2.77226
H -1.45404 0.83795 -2.69270
C -4.31140 -1.09887 3.96973
C -4.57600 0.02321 3.19512
C -4.03895 0.13119 1.91677
C -3.21387 -0.85858 1.36953
C -2.95979 -1.97545 2.17688
C -3.50237 -2.10216 3.44952
Si -2.35005 -0.60172 -0.33443
C -3.05027 -2.05699 -1.38027
C -2.60213 -3.37184 -1.20244
C -3.08179 -4.42038 -1.97496
C -4.01773 -4.18201 -2.97387
C -4.46461 -2.88556 -3.18683
C -3.98749 -1.84552 -2.39693
H -4.72542 -1.18685 4.96816
H -5.20309 0.81674 3.58856
H -4.25375 1.01491 1.32474
H -2.29569 -2.75121 1.81430
H -3.27634 -2.97980 4.04566
H -3.27090 0.48093 -0.84483
H -1.83341 -3.57451 -0.46469
H -2.70543 -5.42486 -1.81534
H -4.38144 -4.99705 -3.58992
H -5.18555 -2.68206 -3.97209
H -4.35050 -0.83757 -2.56994
O 0.48813 -2.70679 -3.41167
N 0.41969 -1.98404 -2.43566
O 0.37469 -0.72527 -2.52219
O 0.39796 -2.44353 -1.25907
S 0.63202 -1.62405 1.84060
C 0.52432 0.06258 2.13126
N -0.62041 0.67727 2.64391
C -0.25583 1.86920 3.38426
C 1.07657 2.21709 2.72592
N 1.61875 0.88657 2.46174
H -1.34858 0.06876 2.98505
H -0.11897 1.66473 4.45608
H -1.00008 2.65933 3.26383
H 1.73752 2.78998 3.37720
H 0.90615 2.76995 1.79672
H 2.36236 0.85023 1.77416



*2*
Here is a structure of composition C27H39N5O3SSi3Ti from the Open Molecules 2025 dataset. Energies are from the ωB97M-V functional and the def2-TZVPD basis.

Results
Multiplicity: 3
Kohn-Sham gap (spin up / spin down) in Ha: 0.1690 / 0.2143
Charge: -2
E_HOMO (spin up / spin down) in eV: -0.02 / -1.26

Positions of all 79 atoms, in Å:
Ti -0.07342 0.36997 0.45292
C -0.59857 -1.52271 -3.07976
Si -1.88220 -1.81396 -1.74884
C -1.84878 -3.69509 -1.41850
C -3.54410 -1.41104 -2.57912
N -1.65309 -0.85757 -0.35553
C -2.67751 -0.77196 0.58992
C -3.69208 -1.72497 0.72952
C -4.70950 -1.61546 1.67955
C -4.72690 -0.52636 2.52999
C -3.73693 0.44892 2.41254
C -2.71810 0.38094 1.45324
N -1.76196 1.36370 1.26532
Si -1.80264 2.87876 2.04601
C -1.44172 2.74262 3.91106
C -3.50009 3.72072 1.83416
C -0.53022 4.02723 1.30081
H -0.91472 -2.07764 -3.97150
H 0.39291 -1.88136 -2.80409
H -0.52258 -0.46787 -3.35026
H -2.79371 -4.17892 -1.68386
H -1.65888 -3.88797 -0.35970
H -1.05016 -4.17263 -1.99292
H -4.04797 -2.30273 -2.96449
H -3.37517 -0.73219 -3.42016
H -4.21768 -0.91755 -1.87574
H -3.68075 -2.59524 0.08213
H -5.46929 -2.38698 1.74777
H -5.49879 -0.42395 3.28580
H -3.75862 1.30042 3.08544
H -1.32599 1.68922 4.18105
H -2.23816 3.15853 4.53468
H -0.51410 3.26315 4.16705
H -4.16833 3.06692 1.26909
H -3.39153 4.65714 1.27937
H -3.98545 3.95147 2.78669
H -0.75364 5.06310 1.57885
H 0.48440 3.78134 1.61734
H -0.55132 3.95586 0.20992
C 2.30801 -4.49945 -2.08415
C 3.06802 -3.70556 -2.93165
C 3.24842 -2.36014 -2.63752
C 2.66295 -1.76427 -1.51552
C 1.91269 -2.58575 -0.67152
C 1.74270 -3.93684 -0.94909
Si 2.96110 0.09953 -1.30688
C 1.97223 1.09848 -2.59738
C 2.51258 1.00379 -3.88472
C 1.86945 1.52472 -5.00231
C 0.66615 2.19435 -4.85134
C 0.12689 2.33754 -3.58051
C 0.76419 1.78961 -2.47473
H 2.15775 -5.54998 -2.30718
H 3.52113 -4.13157 -3.82007
H 3.86036 -1.75792 -3.30104
H 1.46222 -2.15571 0.21356
H 1.14577 -4.54614 -0.28087
H 4.31482 0.21351 -1.93446
H 3.46802 0.50862 -4.02102
H 2.31171 1.40711 -5.98534
H 0.15310 2.60257 -5.71498
H -0.81120 2.86193 -3.44134
H 0.27877 1.91199 -1.51276
O 1.60518 -0.33857 1.38993
N 2.34786 0.84771 1.23718
O 3.36694 0.57788 0.22776
O 1.47008 1.73586 0.68537
S 3.98169 3.16905 2.97891
C 3.48580 1.62419 3.36427
N 2.37211 1.32713 4.10108
C 2.27477 -0.11399 4.33796
C 3.55094 -0.67408 3.69084
N 4.31641 0.53409 3.38423
H 1.53419 1.78968 3.77805
H 1.39461 -0.53320 3.85315
H 2.22938 -0.31294 5.41228
H 3.29147 -1.21815 2.78205
H 4.11468 -1.32264 4.36480
H 4.92341 0.49170 2.57918



Stability, lowest: *2*



*1*
Here is a cluster of 2 separate species, C5H14N2O2 in total from the Open Molecules 2025 dataset. Energies are from the ωB97M-V functional and the def2-TZVPD basis.

Results
Kohn-Sham gap in Ha: 0.3774
Structure (SMILES): COC(N)=O.CC(C)N
E_HOMO in eV: -9.37

Positions of all 23 atoms, in Å:
C -1.12278 2.35715 1.50842
O -1.40837 1.82419 0.22905
C -1.74289 0.49138 0.17171
N -2.70289 0.31387 -0.79873
O -1.65197 -0.27222 1.12530
H -0.90371 1.55621 2.21681
H -1.97383 2.93357 1.86089
H -0.25147 3.00441 1.40585
H -2.94490 -0.64282 -0.97969
H -2.62493 0.90399 -1.61157
C 1.74841 -2.18359 -0.80756
C 0.96398 -1.07552 -0.11392
C 1.86392 -0.06076 0.56232
N 0.08653 -0.26884 -1.16427
H 1.07290 -2.86416 -1.32957
H 2.46578 -1.77067 -1.51978
H 2.29152 -2.76244 -0.06405
H 0.28607 -1.51041 0.62306
H 2.60403 0.32608 -0.13836
H 2.37005 -0.52459 1.40960
H 1.26126 0.76745 0.92861
H -0.34082 -0.91932 -1.81589
H 0.65412 0.37705 -1.69823



*2*
Here is a cluster of 2 separate species, C5H14N2O2 in total from the Open Molecules 2025 dataset. Energies are from the ωB97M-V functional and the def2-TZVPD basis.

Results
Kohn-Sham gap in Ha: 0.3494
Structure (SMILES): COC(N)(N)O.C=CC
E_HOMO in eV: -8.53

Positions of all 23 atoms, in Å:
C -0.69646 1.00415 -2.48261
O -1.05463 0.46081 -1.22300
C -0.40791 -0.77930 -0.90253
N -0.72102 -0.90911 0.53594
N -0.96319 -1.88589 -1.65001
O 0.93477 -0.75428 -1.05828
H 0.38861 1.02277 -2.61065
H -1.07322 2.02618 -2.49012
H -1.14870 0.43823 -3.30645
H -0.50349 -1.86074 0.81474
H -1.70614 -0.73049 0.69715
H -0.33183 -2.15003 -2.39436
H -1.87080 -1.65714 -2.03525
H 1.31946 -0.04737 -0.28833
C 1.62716 1.01928 0.90398
C 0.47404 0.79566 1.61950
C 0.47167 0.12229 2.95630
H 2.57227 0.69956 1.32698
H 1.68033 1.89250 0.26670
H -0.38516 1.42056 1.40905
H 1.36324 -0.48683 3.09787
H -0.40368 -0.51888 3.07019
H 0.43470 0.87806 3.74319



*3*
Here is a cluster of 2 separate species, C5H14N2O2 in total from the Open Molecules 2025 dataset. Energies are from the ωB97M-V functional and the def2-TZVPD basis.

Results
Kohn-Sham gap in Ha: 0.3599
Structure (SMILES): CN(C)CCNC=O.O
E_HOMO in eV: -9.19

Positions of all 23 atoms, in Å:
C -2.77418 -0.54021 -0.83786
N -1.54788 0.27141 -0.53003
C -1.79052 1.78871 -0.95107
C -0.30210 -0.34128 -1.15870
C 0.85273 0.49263 -0.79760
N 0.92217 0.50781 0.72939
C 2.01068 1.03900 1.37002
O 1.92199 1.14244 2.59611
H -2.59996 -1.58380 -0.62002
H -3.10458 -0.56985 -1.89578
H -3.78254 -0.37335 -0.21662
H -2.81400 1.96107 -0.84406
H -1.51817 2.10980 -1.90036
H -1.12375 2.25872 -0.22365
H -0.55603 -0.53974 -2.26292
H -0.24294 -1.39897 -0.69172
H 1.78673 -0.05392 -1.02713
H 0.74546 1.61070 -1.07641
H 0.02547 0.31938 1.23567
H 2.76056 1.33162 0.74844
O 1.20903 -3.52704 0.00650
H 1.41965 -2.57536 0.29818
H 0.35623 -3.50721 0.51124



*4*
Here is a cluster of 2 separate species, C5H14N2O2 in total from the Open Molecules 2025 dataset. Energies are from the ωB97M-V functional and the def2-TZVPD basis.

Results
Kohn-Sham gap in Ha: 0.3814
Structure (SMILES): CO[C@@H](N)O.CN1CC1
E_HOMO in eV: -9.32

Positions of all 23 atoms, in Å:
C 1.99900 1.49865 0.73312
O 1.88026 0.16020 0.30435
C 1.71128 0.01504 -1.08244
N 1.51402 -1.40234 -1.28878
O 0.64405 0.72414 -1.57163
H 1.91584 1.47805 1.81821
H 1.20449 2.11874 0.30847
H 2.97360 1.91366 0.44124
H 2.60645 0.42320 -1.60856
H 1.63807 -1.63401 -2.26511
H 2.17016 -1.92959 -0.72861
H -0.15753 0.43296 -1.06465
C -2.45131 0.89500 0.40776
N -1.40354 -0.05461 0.13409
C -1.72720 -1.45101 0.02665
C -0.98359 -0.93692 1.19602
H -2.85483 1.25428 -0.54063
H -2.03566 1.74192 0.94508
H -3.26798 0.46506 1.00143
H -1.18952 -1.98712 -0.74131
H -2.75948 -1.75000 0.16563
H 0.08164 -1.10133 1.26581
H -1.50823 -0.87394 2.14387



Stability, lowest: *3*



*1*
Here is a structure of composition C30H23N5ORhS4 from the Open Molecules 2025 dataset. Energies are from the ωB97M-V functional and the def2-TZVPD basis.

Results
Kohn-Sham gap in Ha: 0.2319
Charge: -1
E_HOMO in eV: -4.21

Positions of all 64 atoms, in Å:
Rh 0.11060 0.73223 0.29549
C -3.36085 -0.06951 -2.63277
C -2.51192 0.31390 -1.45306
N -1.24106 0.15779 -1.43230
N -0.69345 -0.47673 -2.56541
C 0.55285 -0.21854 -2.65023
S 1.48092 0.79913 -1.59471
S 1.51816 -0.91162 -3.97135
C 0.39213 -2.18768 -4.59776
C 0.50193 -3.48421 -3.83896
C -0.24681 -3.69656 -2.68247
C -0.09812 -4.86827 -1.95423
C 0.79378 -5.84711 -2.37298
C 1.53410 -5.64788 -3.52992
C 1.38713 -4.47348 -4.25451
C -3.17099 0.88452 -0.26970
C -4.32007 1.66261 -0.40912
C -4.94108 2.22920 0.68901
C -4.41263 1.97956 1.95603
C -3.30069 1.17712 2.11586
C -2.64523 0.60778 1.00625
O -1.60607 -0.17082 1.19134
H -2.92311 -0.90880 -3.16537
H -3.41794 0.76598 -3.33508
H -4.36853 -0.31403 -2.30555
H 0.67515 -2.32352 -5.64215
H -0.61566 -1.78143 -4.54993
H -0.93337 -2.92898 -2.35156
H -0.68078 -5.01364 -1.05315
H 0.91029 -6.75940 -1.80176
H 2.23014 -6.40567 -3.86766
H 1.97477 -4.31721 -5.15266
H -4.71807 1.84776 -1.40037
H -5.81569 2.85370 0.56590
H -4.87461 2.42539 2.82961
H -2.88530 0.97091 3.09342
S 0.35393 3.00420 0.00434
C -0.05099 3.77078 1.52965
C -0.25370 5.14211 1.60844
C -0.56440 5.73999 2.82631
C -0.77520 7.16646 2.86905
N -0.93952 8.30471 2.87764
C -0.67154 4.95106 3.97662
C -0.44531 3.58101 3.89701
C -0.11751 2.98852 2.68293
S 0.22070 1.27879 2.53963
C -1.02251 5.53145 5.25072
N -1.30979 5.97887 6.27046
H -0.17362 5.75167 0.71793
H -0.52539 2.97430 4.78993
C 5.72245 -2.60577 1.72163
C 4.43669 -1.87363 1.45600
C 3.40499 -2.45912 0.73554
C 2.23355 -1.75125 0.53200
N 2.03269 -0.51819 0.99954
C 3.02260 0.05322 1.68200
C 4.22564 -0.58561 1.92946
H 5.78910 -3.51600 1.12721
H 5.79613 -2.88467 2.77470
H 6.58413 -1.97850 1.49009
H 3.50649 -3.45382 0.31941
H 1.41965 -2.18466 -0.03777
H 2.82866 1.06104 2.02627
H 4.99216 -0.06944 2.49508



*2*
Here is a structure of composition C30H23N5ORhS4 from the Open Molecules 2025 dataset. Energies are from the ωB97M-V functional and the def2-TZVPD basis.

Results
Kohn-Sham gap in Ha: 0.2346
Charge: -1
E_HOMO in eV: -4.28

Positions of all 64 atoms, in Å:
Rh 0.57617 -0.06638 1.18439
C -2.05397 -2.35488 -1.45297
C -0.89615 -1.90864 -0.60313
N -0.91374 -0.75286 -0.02805
N -2.02250 0.06755 -0.26207
C -2.15137 0.98828 0.63400
S -1.16566 1.26317 2.03010
S -3.50760 2.10391 0.51238
C -4.44208 1.52599 -0.94060
C -3.95100 2.01551 -2.27732
C -3.12648 1.23718 -3.08530
C -2.71590 1.69629 -4.32874
C -3.10757 2.94946 -4.77849
C -3.92290 3.73725 -3.97760
C -4.34435 3.26807 -2.74227
C 0.23372 -2.82789 -0.41685
C 0.00386 -4.20456 -0.50154
C 1.01909 -5.12209 -0.32508
C 2.31187 -4.65639 -0.08354
C 2.57443 -3.30637 -0.01388
C 1.54993 -2.35030 -0.16002
O 1.83228 -1.07498 -0.09506
H -2.51583 -1.50730 -1.94902
H -2.82109 -2.81177 -0.82215
H -1.72709 -3.08803 -2.18568
H -5.43896 1.93079 -0.75749
H -4.50116 0.44035 -0.90360
H -2.81063 0.26806 -2.72864
H -2.08011 1.07240 -4.94567
H -2.78312 3.30814 -5.74744
H -4.24065 4.71442 -4.31960
H -4.98885 3.88396 -2.12479
H -1.00327 -4.56291 -0.67956
H 0.81221 -6.18335 -0.36369
H 3.11956 -5.36428 0.06327
H 3.57090 -2.93320 0.18547
S 0.06723 -1.68326 2.72881
C 1.56393 -1.91533 3.59068
C 1.72787 -3.03669 4.39915
C 2.86806 -3.20833 5.17518
C 2.99777 -4.37887 5.99199
N 3.08230 -5.32591 6.63996
C 3.87523 -2.23211 5.14155
C 3.71819 -1.11521 4.33000
C 2.58045 -0.93950 3.54599
S 2.44075 0.45614 2.51642
C 5.06892 -2.37318 5.92264
N 6.03689 -2.47650 6.53613
H 0.95231 -3.79123 4.42003
H 4.50044 -0.36763 4.30207
C 1.01452 5.37849 -2.17104
C 1.01282 4.07839 -1.41991
C 0.54691 2.90816 -1.99795
C 0.56242 1.73099 -1.26910
N 0.99802 1.66655 -0.01132
C 1.45573 2.79016 0.55145
C 1.48489 3.99715 -0.11539
H 0.43964 5.29933 -3.09307
H 2.03456 5.67067 -2.42883
H 0.58717 6.17795 -1.56465
H 0.15484 2.90541 -3.00459
H 0.20879 0.80384 -1.69794
H 1.78893 2.71010 1.57691
H 1.85840 4.87585 0.39508



Stability, lowest: *1*